Computed, not measured: a cluster of 2 separate species, C6H13N in total in a non-equilibrium geometry, with ωB97M-V/def2-TZVPD.

The geometry in XYZ format:
```
20
Properties=species:S:1:pos:R:3:nbo_charge:R:1
C 1.503 -0.773 1.500 -0.05
N 1.261 -0.201 0.401 -0.39
C 0.638 -0.984 -0.648 -0.25
C -0.502 -0.251 -1.358 -0.40
C -1.003 -1.058 -2.555 -0.60
H 1.979 -0.209 2.306 0.18
H 1.243 -1.821 1.713 0.14
H 1.425 -1.179 -1.386 0.20
H 0.280 -1.960 -0.276 0.16
H -0.146 0.733 -1.689 0.21
H -1.331 -0.065 -0.661 0.20
H -1.380 -2.040 -2.244 0.20
H -0.196 -1.230 -3.277 0.20
H -1.814 -0.542 -3.080 0.21
C -0.655 1.428 2.207 -0.42
C 0.068 2.322 1.555 -0.35
H -1.143 0.579 1.735 0.19
H -0.948 1.814 3.159 0.20
H 0.592 3.090 2.116 0.19
H 0.129 2.347 0.483 0.19
```

The gap between HOMO and LUMO comes out at 0.3864 Eh. Its spin multiplicity is 1. The value obtained for the largest force on an atom is 1.48 eV/Å. The HOMO energy is -9.32 eV. As for the energy above the lowest of the compared OMol25 structures with the same formula, charge and spin: 193.1 kJ/mol. The lowest unoccupied orbital energy is 0.044 Eh. Its net charge is 0.

Computed, not measured: an isolated molecule of C6H13N in a non-equilibrium geometry, with ωB97M-V/def2-TZVPD.

The geometry in XYZ format:
```
20
Properties=species:S:1:pos:R:3:nbo_charge:R:1
C -2.309 -1.856 1.068 -0.64
C -1.067 -1.240 0.329 -0.16
C -0.722 0.050 0.480 -0.24
C -0.355 1.076 -0.486 -0.47
C 1.267 1.154 -0.764 -0.03
C 1.840 -0.122 -1.199 -0.63
N 1.888 1.460 0.603 -0.84
H -2.115 -2.869 1.520 0.21
H -3.150 -2.012 0.240 0.23
H -2.468 -1.184 1.896 0.21
H -0.521 -1.861 -0.438 0.19
H -1.043 0.383 1.567 0.18
H -0.795 2.032 0.017 0.22
H -0.854 1.105 -1.501 0.22
H 1.378 2.011 -1.368 0.19
H 2.089 -0.691 -0.334 0.22
H 2.813 -0.015 -1.678 0.22
H 1.159 -0.598 -1.942 0.21
H 1.525 0.792 1.299 0.36
H 1.438 2.383 0.689 0.35
```

The gap between HOMO and LUMO comes out at 0.3490 Eh. Its spin multiplicity is 1. The value obtained for the largest force on an atom is 4.65 eV/Å. The HOMO energy is -8.53 eV. As for the energy above the lowest of the compared OMol25 structures with the same formula, charge and spin: 247.2 kJ/mol. The lowest unoccupied orbital energy is 0.036 Eh. Its net charge is 0.

Computed, not measured: a structure of composition C6H13N2 in a non-equilibrium geometry, with ωB97M-V/def2-TZVPD.

The geometry in XYZ format:
```
21
Properties=species:S:1:pos:R:3:nbo_charge:R:1
C -1.139 -1.736 0.016 0.39
C 0.461 -0.097 0.285 0.00
C -1.283 0.556 -0.470 -0.02
C -2.063 1.408 0.440 -0.68
C 2.943 0.078 0.029 -0.59
C 1.584 0.327 -0.687 -0.44
N 0.017 -1.467 0.481 -0.54
N -1.803 -0.779 -0.487 -0.53
H -1.475 -2.769 -0.008 0.24
H 0.716 0.428 1.216 0.22
H -1.042 0.870 -1.530 0.24
H -2.107 1.043 1.545 0.24
H -3.220 1.463 0.170 0.24
H -1.681 2.412 0.551 0.26
H 2.946 -0.977 0.375 0.20
H 2.895 0.651 0.881 0.21
H 3.827 0.379 -0.517 0.24
H 1.266 -0.055 -1.690 0.22
H 1.512 1.400 -0.890 0.23
H 0.429 -2.095 1.079 0.43
H -2.784 -1.038 -0.788 0.44
```

The gap between HOMO and LUMO comes out at 0.4116 Eh. Its spin multiplicity is 1. The value obtained for the largest force on an atom is 4.43 eV/Å. The HOMO energy is -14.13 eV. As for the energy above the lowest of the compared OMol25 structures with the same formula, charge and spin: 188.2 kJ/mol. The lowest unoccupied orbital energy is -0.108 Eh. Its net charge is +1.

Computed, not measured: a cluster of 2 separate species, C6H13N2 in total in a non-equilibrium geometry, with ωB97M-V/def2-TZVPD.

The geometry in XYZ format:
```
21
Properties=species:S:1:pos:R:3:nbo_charge:R:1
C -1.327 1.311 0.908 -0.13
C -0.832 0.133 1.234 -0.06
C -1.140 1.478 -0.590 -0.45
C -0.973 0.065 -0.988 -0.22
C -0.665 -2.031 0.273 -0.43
C 2.734 0.861 -0.159 0.03
N -0.315 -0.669 0.204 -0.43
N 2.403 -0.352 -0.191 -0.67
H -1.782 2.043 1.536 0.26
H -1.940 2.042 -0.982 0.25
H -0.272 1.956 -0.728 0.21
H -1.988 -0.153 -1.311 0.25
H -0.317 -0.219 -1.832 0.23
H -0.500 -2.753 -0.620 0.25
H -0.286 -2.382 1.128 0.22
H -1.731 -2.179 0.303 0.23
H 1.836 1.603 -0.321 0.17
H 3.776 1.245 -0.034 0.21
H 3.151 -1.074 -0.106 0.39
H 0.808 -0.599 0.095 0.48
H -0.638 -0.327 2.182 0.23
```

The gap between HOMO and LUMO comes out at 0.4084 Eh. Its spin multiplicity is 1. The value obtained for the largest force on an atom is 5.10 eV/Å. The HOMO energy is -13.98 eV. As for the energy above the lowest of the compared OMol25 structures with the same formula, charge and spin: 274.9 kJ/mol. The lowest unoccupied orbital energy is -0.105 Eh. Its net charge is +1.

Q: The highest energy above the lowest of the compared OMol25 structures with the same formula, charge and spin belongs to which entry?
A: number 4